(1)
Below is 2 unconnected molecules or ions with the total composition C2H7NO2 at a distorted geometry, with properties calculated with the ωB97M-V functional and the def2-TZVPD basis.

Summary:
Relative energy (zero: lowest compared OMol25 entry of this formula, charge and spin), eV: 1.230
Net charge: 0
Kohn-Sham gap, eV: 10.566
Spin multiplicity: 1
SMILES: CNC=O.O

Structure (XYZ):
```
12
Properties=species:S:1:pos:R:3:forces:R:3:nbo_charge:R:1
C 0.000 0.000 0.000 0.2 -0.9 -0.2 -0.4261
N -1.470 -0.072 0.141 1.1 0.1 0.1 -0.6071
C -2.083 1.109 0.283 0.5 3.0 0.3 0.5112
O -1.578 2.238 0.002 -1.6 -3.5 0.8 -0.6279
H 0.300 0.098 -1.057 -0.2 0.0 0.5 0.2104
H 0.432 -0.931 0.403 -0.2 0.4 -0.2 0.2018
H 0.413 0.853 0.564 -0.4 -0.3 -0.3 0.2246
H -1.948 -0.897 0.512 0.6 0.6 -0.2 0.4018
H -3.045 0.953 0.830 0.0 0.7 -0.7 0.1112
O -2.477 -0.992 -5.019 -1.1 0.4 0.5 -0.9412
H -3.385 -1.324 -5.202 1.0 0.4 0.2 0.4694
H -2.604 -0.274 -4.359 0.1 -0.8 -0.7 0.4718
```
Positions in Å, forces in eV/Å.

(2)
Below is CH6N4O4S in the gas phase at a distorted geometry, with properties calculated with the ωB97M-V functional and the def2-TZVPD basis.

Summary:
Relative energy (zero: lowest compared OMol25 entry of this formula, charge and spin), eV: 0.784
Net charge: 0
Kohn-Sham gap, eV: 9.432
Spin multiplicity: 1
SMILES: [H]/N=N\C(N)(N)OS(=O)(=O)O

Structure (XYZ):
```
16
Properties=species:S:1:pos:R:3:forces:R:3:nbo_charge:R:1
H -1.695 -1.604 0.284 2.1 -1.8 2.0 0.3027
N -2.107 -1.110 -0.436 -3.9 0.9 -0.5 -0.2172
N -1.740 0.032 -0.551 -1.0 1.8 -1.7 -0.2024
C -0.470 0.436 -0.005 1.5 -1.7 2.3 0.6016
N -0.432 0.413 1.425 1.0 1.9 1.6 -0.8670
N -0.047 1.632 -0.590 -0.6 0.0 -0.7 -0.8559
O 0.446 -0.662 -0.320 0.8 -0.6 -1.3 -0.7523
S 0.234 -1.454 -1.700 -1.7 0.3 -1.2 2.5561
O -0.033 -0.553 -2.800 0.5 -1.1 1.7 -0.8903
O -0.608 -2.578 -1.408 0.5 0.2 -0.5 -0.9171
O 1.632 -2.018 -1.918 2.4 -0.7 0.4 -0.8737
H 0.277 -0.235 1.821 -0.8 0.5 -0.7 0.3895
H -0.119 1.387 1.706 -0.7 -1.7 -0.2 0.3929
H -0.919 1.858 -1.103 1.4 0.6 -0.6 0.4043
H 0.777 1.380 -1.168 -1.1 0.9 0.1 0.4013
H 1.863 -2.730 -1.274 -0.4 0.6 -0.6 0.5276
```
Positions in Å, forces in eV/Å.

(3)
Below is 2 unconnected molecules or ions with the total composition C2H8S2, with properties calculated with the ωB97M-V functional and the def2-TZVPD basis.

Summary:
Relative energy (zero: lowest compared OMol25 entry of this formula, charge and spin), eV: 0.135
Net charge: 0
Kohn-Sham gap, eV: 9.647
Spin multiplicity: 1
SMILES: CSC.S

Structure (XYZ):
```
12
Properties=species:S:1:pos:R:3:forces:R:3:nbo_charge:R:1
C 1.394 -0.441 -1.316 0.0 -0.3 0.2 -0.7441
S 1.469 0.321 0.320 -0.1 0.0 -0.1 0.1868
C 0.906 -1.077 1.313 0.2 0.1 -0.1 -0.7441
H 2.135 -1.230 -1.426 0.1 0.0 0.1 0.2135
H 0.412 -0.894 -1.452 -0.1 0.2 -0.2 0.2115
H 1.585 0.327 -2.062 -0.1 0.0 0.0 0.2340
H 0.718 -0.687 2.308 -0.1 -0.1 0.1 0.2330
H 1.667 -1.854 1.367 0.0 0.0 0.0 0.2154
H -0.012 -1.491 0.903 -0.1 0.0 0.0 0.2119
S -2.527 0.480 -0.283 0.0 0.1 0.0 -0.3070
H -1.207 0.459 -0.051 0.1 0.0 0.0 0.1439
H -2.567 1.783 0.027 -0.1 0.0 0.0 0.1451
```
Positions in Å, forces in eV/Å.

(4)
Below is 22 unconnected molecules or ions with the total composition C2H46O23 at a distorted geometry, with properties calculated with the ωB97M-V functional and the def2-TZVPD basis.

Summary:
Relative energy (zero: lowest compared OMol25 entry of this formula, charge and spin), eV: 0.712
Net charge: -2
Kohn-Sham gap, eV: 8.579
Spin multiplicity: 1

Structure (XYZ):
```
71
Properties=species:S:1:pos:R:3:forces:R:3:lowdin_charge:R:1
O -22.143 -0.731 -5.125 1.4 1.3 0.1 -0.3688
C -23.424 -1.117 -5.426 0.5 -0.2 1.1 -0.3176
C -23.541 -1.549 -6.812 -0.4 -0.7 -2.1 -0.3149
O -24.722 -2.260 -7.002 -0.7 -0.7 0.1 -0.3765
H -24.134 -0.354 -5.123 -0.7 0.2 -0.2 0.1061
H -23.609 -1.992 -4.823 -0.7 -0.6 0.1 0.1045
H -22.729 -2.238 -7.110 0.3 0.7 0.3 0.1042
H -23.545 -0.763 -7.579 0.6 0.5 0.3 0.1118
O -26.535 -3.191 -5.298 -1.5 -1.0 2.0 -0.0519
H -25.816 -2.858 -5.820 1.6 0.6 -1.6 -0.0139
H -26.986 -3.894 -5.761 0.1 0.0 -0.5 0.0609
O -25.527 1.985 -5.231 1.5 0.7 2.1 -0.0267
H -26.201 1.993 -5.844 -2.0 -0.3 -2.7 -0.0039
H -26.040 2.016 -4.414 0.7 -0.4 0.7 0.0502
O -21.752 -0.773 -9.577 0.8 -0.5 -0.5 -0.0467
H -22.483 -0.263 -9.869 -1.3 0.9 -1.0 -0.0097
H -21.491 -0.347 -8.764 0.5 0.4 1.0 -0.0073
O -25.452 0.699 -2.660 -0.3 1.4 0.7 -0.0839
H -24.504 0.533 -2.600 0.3 -0.1 0.2 -0.0314
H -25.789 -0.044 -3.140 -0.7 -0.9 -0.7 -0.0284
O -21.896 -4.908 -4.969 0.1 0.6 -2.2 -0.1190
H -22.168 -4.546 -5.887 0.9 -1.2 2.2 0.0158
H -22.653 -4.682 -4.435 -0.2 0.0 0.4 -0.0427
O -25.900 0.126 -7.358 -1.2 -0.2 0.4 -0.0374
H -25.218 0.632 -7.745 1.1 1.6 -0.8 -0.0326
H -25.408 -0.701 -7.317 -0.6 -1.2 0.3 -0.0134
O -20.839 0.099 -7.250 1.0 0.8 -1.2 -0.0312
H -20.026 -0.389 -7.140 0.5 0.0 -0.2 0.0517
H -21.324 -0.180 -6.473 -1.1 -0.6 1.4 -0.0310
O -20.676 -3.064 -9.125 0.6 -0.7 -0.2 -0.0825
H -20.937 -3.168 -8.208 -0.1 -0.4 0.4 -0.0182
H -21.041 -2.204 -9.352 -0.3 0.3 -0.4 -0.0512
O -27.102 -2.559 -8.058 -0.7 -0.5 -0.5 -0.0812
H -27.717 -2.533 -7.319 0.3 0.3 0.0 0.0164
H -26.203 -2.381 -7.713 -0.3 0.0 0.0 -0.0296
O -19.944 0.588 -4.055 1.3 -0.3 2.0 -0.0245
H -20.664 0.131 -4.446 -1.4 -0.9 -0.7 -0.0402
H -19.737 1.306 -4.609 0.2 1.3 -1.2 0.0049
O -24.459 -2.304 -9.682 -1.2 0.4 -1.2 -0.0226
H -24.434 -2.345 -8.725 0.0 -0.3 1.1 -0.0131
H -23.616 -2.539 -10.027 1.3 -0.4 -0.1 0.0350
O -24.132 0.270 -10.595 1.0 -1.1 -2.5 -0.0426
H -24.249 -0.578 -10.158 -0.8 -0.6 0.4 -0.0126
H -24.352 0.953 -10.021 -0.5 1.7 1.9 -0.0356
O -22.811 1.902 -5.891 -0.3 -0.7 -0.2 -0.0614
H -23.684 1.694 -5.520 -0.3 0.7 0.2 0.0051
H -22.435 0.996 -5.842 0.4 0.4 0.2 0.0084
O -24.383 -4.594 -3.884 0.0 -0.3 -0.7 -0.0385
H -24.902 -4.558 -4.697 0.0 0.1 -0.1 0.0446
H -24.943 -5.047 -3.268 -0.4 -0.3 0.6 0.0636
O -24.424 -2.325 -2.612 -0.9 0.0 0.8 -0.0462
H -23.754 -1.741 -2.922 0.9 0.8 0.3 -0.0394
H -24.536 -2.904 -3.363 -0.2 -0.6 0.0 -0.0304
O -26.820 -0.568 -4.731 -1.0 -1.5 1.1 -0.0755
H -26.270 -0.261 -5.438 0.5 0.3 -1.0 -0.0301
H -26.855 -1.562 -4.808 0.0 1.4 0.0 0.0258
O -24.091 2.006 -8.336 0.7 -0.5 -1.0 -0.0396
H -23.606 1.964 -7.497 0.6 0.2 0.6 0.0122
H -24.888 2.470 -8.169 -1.0 0.9 0.4 0.0346
O -20.450 -2.710 -6.264 -0.3 -1.2 0.4 -0.0309
H -21.181 -2.104 -6.095 0.1 0.4 0.5 -0.0041
H -19.840 -2.280 -6.834 0.7 0.5 -0.7 0.0108
O -22.867 0.068 -2.563 0.4 0.8 0.7 -0.0701
H -22.330 0.820 -2.224 -0.4 -0.9 -0.9 0.0924
H -22.698 -0.076 -3.524 0.8 0.4 0.1 0.0216
O -23.330 -4.524 -7.170 -1.8 0.5 -1.1 -0.1030
H -23.953 -4.852 -7.867 1.0 0.3 0.8 0.0789
H -23.765 -3.630 -6.969 -0.1 -1.1 -0.3 0.0186
O -21.124 -2.370 -3.226 1.6 -2.3 2.2 -0.0380
H -21.154 -2.009 -2.332 -0.4 0.4 -0.7 0.0371
H -21.536 -1.841 -3.869 -0.9 1.7 -1.3 -0.0648
```
Positions in Å, forces in eV/Å.

(5)
Below is C3H6FN3S in the gas phase at a distorted geometry, with properties calculated with the ωB97M-V functional and the def2-TZVPD basis.

Summary:
Relative energy (zero: lowest compared OMol25 entry of this formula, charge and spin), eV: 1.717
Net charge: 0
Kohn-Sham gap, eV: 8.404
Spin multiplicity: 1
SMILES: [H]/N=C/N(N)C(=S)CF

Structure (XYZ):
```
14
Properties=species:S:1:pos:R:3:forces:R:3:nbo_charge:R:1
H -0.875 0.559 -3.404 -0.1 -0.1 2.9 0.3789
N -0.662 0.373 -2.348 0.5 0.5 -3.6 -0.6823
C -1.149 1.098 -1.451 0.7 -1.9 0.1 0.2654
N -0.689 0.884 -0.142 0.1 -1.4 0.5 -0.3377
N -1.535 1.349 0.906 -2.2 2.0 -2.7 -0.5949
C 0.217 -0.073 0.326 1.3 -1.4 0.1 0.0570
S 0.698 -0.154 1.901 -0.4 0.1 -1.0 -0.0165
C 0.902 -1.051 -0.713 0.4 1.2 0.3 0.0018
F 1.558 -2.194 -0.220 -0.3 1.6 0.4 -0.3528
H -1.999 1.741 -1.548 -0.2 0.9 0.1 0.1703
H -1.192 2.362 0.893 -1.7 -1.3 0.8 0.3656
H -2.541 1.241 0.362 2.8 1.1 2.4 0.3462
H 1.605 -0.333 -1.227 -0.3 -1.3 0.2 0.1928
H 0.196 -1.450 -1.401 -0.5 0.0 -0.5 0.2060
```
Positions in Å, forces in eV/Å.

(6)
Below is C4H5FOS in the gas phase at a distorted geometry, with properties calculated with the ωB97M-V functional and the def2-TZVPD basis.

Summary:
Relative energy (zero: lowest compared OMol25 entry of this formula, charge and spin), eV: 2.306
Net charge: 0
Kohn-Sham gap, eV: 8.168
Spin multiplicity: 1
SMILES: OC(=S)/C=C\CF

Structure (XYZ):
```
12
Properties=species:S:1:pos:R:3:forces:R:3:nbo_charge:R:1
O 1.254 -1.778 -0.169 -5.5 -2.0 0.1 -0.5961
C 1.686 -0.614 -0.145 4.3 5.1 1.5 0.2327
S 3.260 -0.167 0.216 -0.3 -0.9 -0.5 -0.1364
C 0.844 0.583 -0.159 -3.3 -2.1 0.1 -0.3066
C -0.460 0.857 0.007 1.2 1.1 -1.0 -0.2081
C -1.595 -0.036 0.160 -2.8 5.5 -1.9 0.0079
F -1.356 -1.294 0.195 1.2 -4.9 -0.5 -0.3085
H 0.209 -1.501 -0.083 2.7 -2.6 -0.5 0.5011
H 1.258 1.460 -0.357 3.0 3.1 -0.7 0.2280
H -0.662 1.980 -0.101 -0.3 -1.9 0.4 0.2333
H -2.036 0.217 1.053 -1.4 0.6 2.4 0.1782
H -2.401 0.291 -0.617 1.3 -1.0 0.8 0.1747
```
Positions in Å, forces in eV/Å.

Taking the records one at a time from the top gives lowest unoccupied orbital energy values of 0.61; 0.12; 0.88; 4.62; 0.06; -0.12 eV.
Taking the records one at a time from the top gives DFT total energy values of -285.62661; -959.77549; -877.35378; -1834.39133; -780.11894; -728.60235 Eh.
Taking the records one at a time from the top gives molecular weight values of 77.1; 170.2; 96.2; 438.4; 135.2; 120.1 Da.